Entry 1:
Computed, not measured: a 2-piece molecular cluster, C2Cl2N2O2 overall in a non-equilibrium geometry, with the ωB97M-V functional and the def2-TZVPD basis.

Atoms and positions in Å:
C (-0.87, 1.39, 0.53)
C (0.57, -1.03, 0.47)
N (1.53, -1.08, -0.28)
N (-0.72, 0.46, -0.24)
O (-0.79, 2.16, 1.35)
O (-0.02, -1.52, 1.33)
Cl (1.91, -0.22, -1.69)
Cl (-1.60, -0.15, -1.48)

LUMO level	-0.5	eV
Kohn-Sham gap	9.58	eV
highest occupied orbital energy	-0.3688	Eh
SMILES string	O=C=NCl.O=C=NCl
2S+1	1

Entry 2:
Computed, not measured: C2H5N5O as an isolated structure in a non-equilibrium geometry, with the ωB97M-V functional and the def2-TZVPD basis.

Atoms and positions in Å:
C (2.01, -0.39, -0.26)
C (-0.34, -0.85, -0.03)
H (2.85, -0.87, -0.65)
H (1.85, 0.55, -0.89)
H (2.11, -0.15, 0.83)
H (-1.75, 1.43, 1.17)
H (-0.03, 2.23, -0.07)
N (0.90, -1.22, 0.01)
N (-1.46, -1.56, 0.48)
N (-2.54, -1.03, -0.02)
N (-0.75, 0.37, -0.46)
N (-0.55, 1.37, 0.58)
O (-2.30, 0.11, -0.70)

LUMO level	-0.5	eV
Kohn-Sham gap	9.27	eV
highest occupied orbital energy	-0.3582	Eh
2S+1	1

Entry 3:
Computed, not measured: a 10-piece molecular cluster, C30H44O30S overall in a non-equilibrium geometry, with the ωB97M-V functional and the def2-TZVPD basis.

Atoms and positions in Å:
O (-1.89, -3.16, 4.43)
S (-1.80, -4.02, 3.23)
O (-1.59, -5.46, 3.47)
O (-3.36, -3.88, 2.42)
C (-4.36, -4.76, 2.91)
C (-5.63, -4.55, 2.10)
C (-0.59, -3.29, 2.20)
H (-4.60, -4.34, 3.86)
H (-3.79, -5.76, 2.95)
H (-6.06, -3.59, 2.31)
H (-6.32, -5.25, 2.27)
H (-5.33, -4.78, 1.05)
H (-0.67, -2.39, 1.99)
H (-0.40, -3.63, 1.13)
H (0.22, -3.27, 2.68)
C (-2.09, 1.45, -5.55)
C (-3.45, 0.97, -5.94)
O (-3.91, 0.25, -4.77)
C (-3.15, 0.60, -3.75)
O (-3.43, 0.16, -2.60)
O (-2.12, 1.20, -4.17)
H (-1.73, 2.40, -5.94)
H (-1.37, 0.63, -6.13)
H (-3.51, 0.38, -7.06)
H (-4.04, 1.85, -6.13)
C (-2.77, -3.60, -0.93)
C (-3.26, -3.95, -2.39)
O (-2.46, -3.35, -3.20)
C (-1.49, -2.82, -2.54)
O (-0.57, -2.14, -2.97)
O (-1.53, -3.10, -1.31)
H (-2.79, -4.47, -0.27)
H (-3.51, -2.83, -0.70)
H (-4.39, -3.68, -2.23)
H (-3.20, -5.11, -2.69)
C (-0.08, 0.08, -1.00)
C (0.44, 1.37, -0.35)
O (1.23, 0.83, 0.74)
C (1.31, -0.52, 0.68)
O (2.00, -1.05, 1.48)
O (0.53, -0.98, -0.27)
H (-0.17, 0.01, -1.85)
H (-1.18, 0.02, -0.87)
H (-0.50, 1.97, -0.04)
H (1.10, 1.86, -1.03)
C (-3.30, 0.23, 0.93)
C (-4.27, -0.19, 2.07)
O (-3.36, -0.16, 3.14)
C (-2.20, -0.01, 2.81)
O (-1.20, 0.02, 3.62)
O (-2.11, 0.20, 1.59)
H (-3.30, 1.34, 0.65)
H (-3.44, -0.22, 0.10)
H (-4.57, -1.22, 1.79)
H (-5.08, 0.56, 1.98)
C (2.02, -1.35, 4.83)
C (1.88, 0.16, 4.68)
O (3.13, 0.69, 5.01)
C (3.83, -0.38, 5.61)
O (5.06, -0.28, 5.84)
O (3.05, -1.34, 5.78)
H (2.45, -1.63, 3.76)
H (1.06, -1.94, 5.02)
H (0.93, 0.38, 5.32)
H (1.66, 0.31, 3.62)
C (-1.80, 5.74, 1.10)
C (-1.47, 4.23, 1.15)
O (-2.22, 3.63, 0.09)
C (-3.01, 4.54, -0.40)
O (-3.75, 4.31, -1.33)
O (-2.85, 5.75, 0.09)
H (-1.19, 6.53, 1.07)
H (-2.28, 6.10, 2.09)
H (-1.77, 3.83, 1.97)
H (-0.45, 4.01, 1.03)
C (4.40, -1.70, -3.53)
C (3.13, -1.22, -4.33)
O (3.06, 0.06, -3.98)
C (3.74, 0.32, -2.88)
O (3.65, 1.38, -2.27)
O (4.41, -0.68, -2.58)
H (5.27, -1.87, -4.13)
H (4.20, -2.74, -3.05)
H (2.25, -1.62, -3.98)
H (3.30, -1.40, -5.50)
C (5.92, 0.57, 1.09)
C (5.44, -0.86, 1.56)
O (6.66, -1.53, 1.28)
C (7.71, -0.61, 1.12)
O (8.84, -0.80, 1.07)
O (7.24, 0.60, 1.04)
H (5.39, 1.35, 1.66)
H (5.50, 0.71, 0.03)
H (4.65, -1.34, 1.11)
H (5.45, -0.96, 2.76)
C (3.16, 4.55, -1.50)
C (2.94, 6.01, -1.54)
O (1.63, 6.17, -1.88)
C (1.04, 4.98, -2.04)
O (-0.10, 4.85, -2.38)
O (1.89, 4.06, -1.85)
H (3.50, 4.08, -0.63)
H (3.98, 4.34, -2.25)
H (3.40, 6.68, -2.12)
H (3.17, 6.49, -0.52)

LUMO level	0.1	eV
Kohn-Sham gap	10.06	eV
highest occupied orbital energy	-0.3657	Eh
SMILES string	CCOS(C)(=O)=O.O=C1OCCO1.O=C1OCCO1.O=C1OCCO1.O=C1OCCO1.O=C1OCCO1.O=C1OCCO1.O=C1OCCO1.O=C1OCCO1.O=C1OCCO1
2S+1	1

Entry 4:
Computed, not measured: C6H6N4 as an isolated structure in a non-equilibrium geometry, with the ωB97M-V functional and the def2-TZVPD basis.

Atoms and positions in Å:
C (-0.28, -2.27, 0.14)
C (1.49, 0.15, -0.81)
C (1.10, -0.80, 0.31)
C (0.67, 1.32, -0.29)
C (0.43, 0.47, 0.95)
C (-0.75, 0.77, 0.03)
N (2.76, -0.27, -0.71)
N (2.50, -1.17, 0.29)
N (-1.24, -1.54, -0.42)
N (-1.42, -0.24, -0.67)
H (0.80, 2.29, -0.50)
H (0.47, 0.70, 2.05)
H (-1.52, 1.52, 0.45)
H (2.93, -2.15, 0.07)
H (-2.03, -1.99, -0.70)
H (-2.09, 0.01, -1.44)

LUMO level (spin up / spin down)	0.7 / -1.2	eV
Kohn-Sham gap (spin up / spin down)	6.40 / 7.09	eV
highest occupied orbital energy (spin up / spin down)	-0.2109 / -0.3060	Eh
2S+1	3
expectation value of S²	2.01

Relative energy (zero: lowest compared OMol25 entry of this formula, charge and spin) for the records above, in order: 31.7; 715.3; 268.6; 658.7 kJ/mol